Here is a cluster of 9 separate species, C16H48BF4O8 in total at a distorted geometry from the OMol25 dataset. Energies are from the ωB97M-V functional and the def2-TZVPD basis.

```
77
Properties=species:S:1:pos:R:3
B -4.02523 1.27028 -24.68834
F -4.71306 1.99649 -25.70262
F -3.38972 2.21033 -23.86726
F -4.92032 0.52399 -23.94547
F -3.03608 0.41956 -25.27098
C -5.67782 -1.68956 -26.92696
C -4.34719 -2.33475 -26.55330
O -4.11115 -2.15550 -25.15722
H -5.56455 -0.61353 -26.81140
H -6.50728 -2.07241 -26.33454
H -5.87239 -1.96873 -27.96890
H -3.58539 -1.89090 -27.19707
H -4.42074 -3.41680 -26.67310
H -3.83092 -1.23453 -25.02363
C -5.96019 4.92899 -26.72279
C -4.82650 5.09896 -25.72566
O -5.15022 4.42778 -24.51764
H -5.84734 5.50262 -27.64613
H -6.89475 5.20622 -26.23580
H -6.03508 3.87926 -27.01268
H -4.62796 6.15363 -25.51975
H -3.86910 4.71704 -26.09555
H -4.89629 3.49324 -24.66050
C 1.01570 0.82762 -26.52393
C 0.56056 1.29990 -25.11920
O -0.31784 0.34545 -24.54326
H 0.22221 0.86281 -27.26390
H 1.41626 -0.17621 -26.38762
H 1.87430 1.45816 -26.77880
H 0.12274 2.30130 -25.13794
H 1.42499 1.35261 -24.45403
H -1.18605 0.50601 -24.94486
C -4.00244 2.09270 -20.16412
C -3.10767 0.99598 -20.70435
O -2.09418 1.57217 -21.53041
H -4.49175 2.57147 -21.01657
H -3.45802 2.80839 -19.55195
H -4.83329 1.71471 -19.55525
H -3.62279 0.26453 -21.33505
H -2.64982 0.45200 -19.87447
H -2.56290 1.90338 -22.31796
C -8.10790 1.18242 -25.55107
C -8.32141 2.62281 -25.05964
O -9.66063 2.80172 -24.60594
H -8.61817 1.06260 -26.50931
H -8.55826 0.43917 -24.89125
H -7.03961 0.98527 -25.63230
H -8.10963 3.30077 -25.88895
H -7.57120 2.89877 -24.31198
H -9.62881 2.72756 -23.64872
C -1.18158 4.77094 -23.55762
C -0.09472 5.55758 -24.25912
O 1.10538 4.76734 -24.23090
H -2.08995 5.36996 -23.45565
H -0.83283 4.45828 -22.57445
H -1.51910 3.87824 -24.08358
H 0.14727 6.48395 -23.72170
H -0.30410 5.78988 -25.30978
H 1.80433 5.18802 -24.73510
C -7.73942 -2.96291 -21.90811
C -6.39049 -2.55322 -22.47142
O -6.21226 -3.24362 -23.70634
H -8.51556 -2.78400 -22.64633
H -7.95872 -2.48368 -20.94944
H -7.71172 -4.00976 -21.58848
H -5.55394 -2.81026 -21.81919
H -6.39694 -1.47862 -22.67108
H -5.40412 -2.87423 -24.12296
C -4.36086 1.39081 -30.49175
C -4.95953 1.05104 -29.14209
O -3.82332 0.75121 -28.31128
H -3.81162 0.54114 -30.89661
H -3.60583 2.16776 -30.37369
H -5.18313 1.71884 -31.13008
H -5.60221 0.16690 -29.13917
H -5.53842 1.87825 -28.72243
H -4.02625 0.86659 -27.37348
```

The energy above the lowest of the compared OMol25 structures with the same formula, charge and spin is 0.108 eV. As for the total charge: -1. The HOMO energy is -0.2567 Eh. For the total energy, the calculation gives -1664.91572 Eh. The value obtained for the largest force on an atom is 1.7 eV/A. Its spin multiplicity is 1.